The following is a DFT calculation (wB97M-V/def2-TZVPD) of 3 unconnected molecules or ions with the total composition C26H50N2O6.

Last column: Löwdin charge in e.
Geometry (Å):
1 C 3.2102 -1.8186 0.7989  -0.110
2 C 3.1119 -1.6407 -0.7155  -0.245
3 C 2.1555 -0.5288 -1.1762  -0.202
4 C 2.8089 0.8348 -1.4180  -0.190
5 C 3.4769 1.5552 -0.2362  -0.195
6 C 2.5740 2.3812 0.6899  -0.196
7 C 1.4078 1.6317 1.3583  -0.185
8 C 0.1008 1.6736 0.5336  -0.134
9 C -0.7284 0.4246 0.6545  -0.150
10 C -1.0177 -0.1831 1.8125  0.065
11 C -1.8542 -1.4001 1.8485  -0.371
12 O -2.4188 -1.7707 2.8600  0.091
13 C -1.9905 -2.1538 0.5755  0.024
14 C -1.7150 -1.5664 -0.5880  0.026
15 C -1.2886 -0.1458 -0.6127  -0.356
16 O -1.3928 0.5297 -1.6130  0.119
17 H 2.2482 -2.1361 1.2105  0.071
18 H 3.5033 -0.9061 1.3186  0.051
19 H 3.9493 -2.5834 1.0497  0.071
20 H 2.7465 -2.5890 -1.1240  0.102
21 H 4.1001 -1.4814 -1.1572  0.108
22 H 1.7132 -0.8343 -2.1313  0.113
23 H 1.3251 -0.4825 -0.4673  0.079
24 H 2.0867 1.5152 -1.8841  0.110
25 H 3.5892 0.6731 -2.1658  0.087
26 H 4.2020 2.2518 -0.6727  0.103
27 H 4.0748 0.8528 0.3505  0.098
28 H 2.1765 3.2326 0.1288  0.113
29 H 3.2033 2.7891 1.4863  0.106
30 H 1.6850 0.5965 1.5674  0.094
31 H 1.2222 2.0970 2.3310  0.109
32 H 0.3403 1.8053 -0.5214  0.097
33 H -0.4977 2.5365 0.8350  0.133
34 H -0.6804 0.2180 2.7626  0.135
35 H -2.3646 -3.1694 0.6393  0.122
36 H -1.8457 -2.0705 -1.5382  0.123
37 C 2.6785 3.0115 -7.7122  -0.116
38 O 4.0051 2.5923 -7.9583  -0.196
39 C 4.9805 3.6213 -7.8582  -0.219
40 C 5.9011 3.3863 -6.6815  -0.219
41 N 5.1926 3.5437 -5.4201  -0.050
42 C 5.9561 3.1737 -4.2352  -0.201
43 C 6.4076 1.7250 -4.0928  -0.223
44 O 5.3455 0.8072 -3.9157  -0.201
45 C 4.7467 0.3191 -5.1016  -0.095
46 H 2.0268 2.1720 -7.9476  0.088
47 H 2.5187 3.2980 -6.6668  0.081
48 H 2.4041 3.8566 -8.3507  0.087
49 H 4.4962 4.5989 -7.7767  0.122
50 H 5.5723 3.6092 -8.7776  0.122
51 H 6.7147 4.1170 -6.7208  0.124
52 H 6.3456 2.3885 -6.8036  0.106
53 H 4.3413 2.9972 -5.4486  0.075
54 H 5.3448 3.4160 -3.3620  0.115
55 H 6.8447 3.8120 -4.1862  0.118
56 H 7.0140 1.6606 -3.1855  0.121
57 H 7.0449 1.4027 -4.9251  0.112
58 H 5.4703 0.2505 -5.9181  0.088
59 H 3.9050 0.9384 -5.4249  0.075
60 H 4.3648 -0.6794 -4.8872  0.088
61 C -9.5201 -1.7608 6.4860  -0.120
62 O -9.0014 -2.7734 5.6503  -0.196
63 C -8.5428 -2.3188 4.3833  -0.220
64 C -7.0415 -2.4537 4.2617  -0.220
65 N -6.3532 -1.5301 5.1499  -0.049
66 C -4.9035 -1.7033 5.2078  -0.198
67 C -4.3594 -3.0201 5.7426  -0.224
68 O -4.6144 -3.2404 7.1191  -0.179
69 C -5.8495 -3.8568 7.4192  -0.107
70 H -9.9508 -2.2514 7.3572  0.087
71 H -8.7467 -1.0617 6.8227  0.081
72 H -10.3071 -1.1924 5.9804  0.086
73 H -8.8481 -1.2810 4.2188  0.121
74 H -9.0174 -2.9393 3.6178  0.120
75 H -6.7532 -2.2272 3.2304  0.124
76 H -6.7865 -3.5059 4.4521  0.107
77 H -6.7360 -1.6228 6.0822  0.074
78 H -4.5039 -0.9022 5.8344  0.121
79 H -4.4957 -1.5539 4.2061  0.095
80 H -3.2728 -2.9864 5.6377  0.119
81 H -4.7088 -3.8795 5.1569  0.112
82 H -6.1486 -4.5599 6.6364  0.087
83 H -6.6538 -3.1285 7.5618  0.072
84 H -5.7240 -4.4065 8.3524  0.086

Computed properties:
HOMO level   -8.377 eV
SMILES   CCCCCCCCC1=CC(=O)C=CC1=O.COCCNCCOC.COCCNCCOC
LUMO energy   -1.27 eV